DFT (the ωB97M-V functional and the def2-TZVPD basis) results for a molecular structure, C32H41InN4O4.

As for the total charge: 0. As for the LUMO energy: -0.7 eV.

Structure (XYZ):
```
82
Properties=species:S:1:pos:R:3:mulliken_charge:R:1
In 0.0201 2.6840 -0.4336 0.99
C 2.0447 -4.1819 -1.3862 -1.71
C 2.0436 -3.0552 -0.3481 1.52
C 2.2733 -3.6165 1.0601 -1.54
C 3.0721 -1.9789 -0.6815 0.59
C 4.4212 -2.3306 -0.6482 -0.43
C 5.4188 -1.3919 -0.8265 -1.49
C 5.0786 -0.0623 -1.0318 -0.47
C 3.7526 0.3382 -1.0814 0.79
C 3.3926 1.7993 -1.2829 1.21
C 4.3886 2.5664 -2.1505 -2.10
C 3.2127 2.4875 0.0790 -1.36
C 2.7490 -0.6312 -0.9254 -1.03
N 1.3822 -0.2049 -0.9254 0.73
C 0.6334 -0.6756 -1.8284 -0.57
C -0.8498 -0.5548 -1.8637 -0.94
N -1.5492 -0.4486 -0.8209 0.72
C -2.9635 -0.4985 -0.9498 0.34
C -3.6375 -1.5171 -1.6543 0.44
C -5.0157 -1.3730 -1.8174 -0.73
C -5.7198 -0.3110 -1.2817 -1.48
C -5.0508 0.6149 -0.4970 -0.11
C -3.6814 0.5248 -0.3038 -0.37
C -2.9858 1.5428 0.5833 3.01
C -3.1337 2.9718 0.0484 -1.84
C -3.4896 1.4602 2.0264 -1.73
C -3.0847 -2.8683 -2.1389 0.23
C -1.8571 -3.4481 -1.4329 -1.66
C -2.9173 -2.9393 -3.6614 -1.33
H 1.2351 -4.8880 -1.1872 0.41
H 2.9867 -4.7370 -1.3573 0.41
H 1.9213 -3.7933 -2.4010 0.32
H 1.0524 -2.6117 -0.3421 -0.40
H 3.2538 -4.0928 1.1409 0.34
H 1.5142 -4.3668 1.2991 0.41
H 2.2226 -2.8239 1.8109 0.31
H 4.6928 -3.3646 -0.4668 0.35
H 6.4597 -1.6900 -0.7982 0.39
H 5.8613 0.6746 -1.1659 0.28
H 2.4356 1.8275 -1.8071 0.23
H 5.3322 2.7397 -1.6255 0.35
H 3.9757 3.5451 -2.4046 0.47
H 4.6045 2.0335 -3.0794 0.43
H 4.1676 2.5210 0.6087 0.47
H 2.5023 1.9432 0.7082 0.20
H 2.8533 3.5161 -0.0364 0.32
H 1.0536 -1.2650 -2.6528 0.44
H -1.3081 -0.6522 -2.8519 0.51
H -5.5516 -2.1486 -2.3582 0.44
H -6.7881 -0.2267 -1.4402 0.37
H -5.6028 1.4228 -0.0260 0.37
H -1.9295 1.2859 0.6048 -1.62
H -4.1483 3.3433 0.2129 0.44
H -2.9348 3.0241 -1.0229 0.38
H -2.4484 3.6542 0.5598 0.47
H -4.5486 1.7245 2.0894 0.40
H -2.9336 2.1576 2.6611 0.43
H -3.3711 0.4525 2.4316 0.34
H -3.8957 -3.5563 -1.8965 0.71
H -0.9187 -3.0918 -1.8561 0.11
H -1.8630 -4.5339 -1.5552 0.61
H -1.8545 -3.2256 -0.3622 0.29
H -2.0747 -2.3310 -4.0011 0.25
H -3.8130 -2.5871 -4.1763 0.40
H -2.7283 -3.9700 -3.9732 0.39
C 0.1799 -0.4294 2.3151 -0.93
C 0.1595 0.9964 2.7488 -0.31
N 0.2071 2.0532 1.9539 0.40
C 0.1874 3.1705 2.7587 -0.10
C 0.1210 2.7800 4.0645 0.10
N 0.1021 1.4095 4.0305 -0.06
C 0.0526 3.4551 5.3904 0.53
O 0.1067 4.7602 5.3928 -0.56
O -0.0417 2.7659 6.3833 -0.64
C 0.2410 4.5366 2.1475 0.96
O 0.2771 5.5173 2.9106 -0.85
O 0.2548 4.5677 0.8794 -0.65
H 0.1611 -0.4681 1.2282 -0.11
H -0.6866 -0.9702 2.7011 0.41
H 1.0817 -0.9311 2.6731 0.39
H 0.0568 0.8548 4.8731 0.27
H 0.1798 5.1202 4.4401 0.45
```